Entry 1:
DFT (wB97M-V/def2-TZVPD) results for a cluster of 9 separate species, C71H97BrF2NP in total.

Cartesian coordinates (Å):
C1 -0.302 4.113 5.572
C2 -0.574 4.772 4.209
C3 -0.437 3.792 3.046
C4 -0.791 4.433 1.709
C5 -0.488 3.601 0.436
C6 -0.197 2.116 0.643
C7 -1.420 1.283 1.053
C8 -1.097 0.182 2.060
C9 -2.227 -0.831 2.284
C10 -2.014 -2.182 1.600
C11 -1.721 -2.177 0.096
C12 -2.947 -2.370 -0.813
C13 -3.492 -1.071 -1.413
C14 -2.749 -0.638 -2.674
C15 -3.504 0.432 -3.453
C16 -2.802 0.989 -4.709
C17 -1.279 0.887 -4.745
C18 -0.726 1.154 -6.142
C19 0.786 1.336 -6.141
C20 1.376 1.920 -7.440
P1 2.436 0.867 -8.482
N1 2.274 0.994 -10.153
F1 3.616 2.057 -8.584
Br1 0.882 -0.929 -8.495
C21 3.711 -0.256 -7.699
F2 3.201 -0.768 -6.507
C22 4.202 -1.366 -8.645
C23 4.014 -2.785 -8.099
H1 -1.210 4.026 6.169
H2 0.087 3.102 5.439
H3 0.442 4.666 6.143
H4 -1.588 5.178 4.197
H5 0.111 5.607 4.053
H6 0.593 3.428 3.025
H7 -1.082 2.936 3.247
H8 -1.845 4.724 1.717
H9 -0.234 5.371 1.639
H10 -1.325 3.679 -0.264
H11 0.365 4.053 -0.074
H12 0.186 1.710 -0.297
H13 0.604 1.980 1.372
H14 -1.869 0.843 0.158
H15 -2.189 1.932 1.481
H16 -0.850 0.668 3.007
H17 -0.191 -0.348 1.746
H18 -3.180 -0.377 1.990
H19 -2.308 -1.039 3.353
H20 -1.192 -2.678 2.122
H21 -2.898 -2.797 1.787
H22 -1.206 -1.253 -0.184
H23 -1.012 -2.981 -0.109
H24 -2.668 -3.032 -1.636
H25 -3.738 -2.876 -0.255
H26 -3.422 -0.267 -0.674
H27 -4.556 -1.185 -1.641
H28 -1.761 -0.263 -2.393
H29 -2.585 -1.512 -3.312
H30 -4.462 0.000 -3.755
H31 -3.747 1.254 -2.775
H32 -3.055 2.048 -4.800
H33 -3.207 0.508 -5.604
H34 -0.844 1.606 -4.043
H35 -0.949 -0.105 -4.432
H36 -1.007 0.316 -6.780
H37 -1.207 2.042 -6.567
H38 1.277 0.400 -5.884
H39 1.028 2.039 -5.340
H40 2.013 2.769 -7.206
H41 0.589 2.277 -8.109
H42 1.856 0.164 -10.553
H43 3.179 1.163 -10.578
H44 4.533 0.396 -7.414
H45 5.263 -1.184 -8.820
H46 3.716 -1.286 -9.617
H47 4.869 -3.087 -7.495
H48 3.111 -2.881 -7.508
H49 3.940 -3.492 -8.924
C24 -3.273 5.588 9.737
C25 -2.100 5.257 9.074
C26 -1.256 4.287 9.597
C27 -1.585 3.645 10.783
C28 -2.761 3.976 11.444
C29 -3.602 4.949 10.924
H50 -3.939 6.335 9.323
H51 -1.846 5.750 8.144
H52 -0.342 4.029 9.076
H53 -0.931 2.883 11.187
H54 -3.023 3.473 12.366
H55 -4.521 5.202 11.438
C30 9.527 -4.268 -5.620
C31 9.382 -3.711 -6.883
C32 8.362 -2.801 -7.127
C33 7.490 -2.449 -6.107
C34 7.635 -3.005 -4.844
C35 8.654 -3.914 -4.600
H56 10.322 -4.977 -5.429
H57 10.064 -3.983 -7.678
H58 8.249 -2.369 -8.114
H59 6.693 -1.739 -6.296
H60 6.955 -2.726 -4.048
H61 8.768 -4.348 -3.615
C36 -6.784 2.639 14.084
C37 -5.606 2.301 13.434
C38 -4.780 1.316 13.958
C39 -5.134 0.668 15.133
C40 -6.312 1.006 15.783
C41 -7.138 1.991 15.259
H62 -7.427 3.408 13.674
H63 -5.332 2.803 12.514
H64 -3.862 1.052 13.449
H65 -4.491 -0.101 15.542
H66 -6.589 0.500 16.700
H67 -8.056 2.255 15.768
C42 -4.668 3.858 0.242
C43 -4.435 5.208 0.022
C44 -4.604 5.745 -1.247
C45 -5.015 4.932 -2.294
C46 -5.252 3.583 -2.073
C47 -5.074 3.044 -0.805
H68 -4.533 3.440 1.232
H69 -4.121 5.844 0.840
H70 -4.419 6.797 -1.419
H71 -5.152 5.351 -3.283
H72 -5.578 2.951 -2.889
H73 -5.254 1.990 -0.633
C48 13.258 -4.674 -10.261
C49 12.048 -5.116 -9.746
C50 10.942 -5.237 -10.575
C51 11.047 -4.920 -11.923
C52 12.259 -4.480 -12.438
C53 13.364 -4.357 -11.608
H74 14.120 -4.579 -9.613
H75 11.967 -5.368 -8.696
H76 9.997 -5.579 -10.172
H77 10.186 -5.017 -12.571
H78 12.341 -4.234 -13.489
H79 14.307 -4.012 -12.010
C54 3.615 -5.729 -3.297
C55 4.522 -4.814 -3.814
C56 4.064 -3.684 -4.477
C57 2.701 -3.470 -4.627
C58 1.795 -4.388 -4.116
C59 2.252 -5.517 -3.449
H80 3.971 -6.612 -2.781
H81 5.586 -4.984 -3.704
H82 4.768 -2.972 -4.889
H83 2.349 -2.594 -5.157
H84 0.731 -4.225 -4.239
H85 1.545 -6.234 -3.051
C60 -5.830 3.224 8.551
C61 -5.407 3.929 7.433
C62 -6.332 4.365 6.495
C63 -7.683 4.098 6.676
C64 -8.106 3.393 7.794
C65 -7.180 2.955 8.731
H86 -5.105 2.888 9.282
H87 -4.354 4.139 7.299
H88 -6.001 4.914 5.622
H89 -8.405 4.439 5.946
H90 -9.159 3.185 7.935
H91 -7.510 2.402 9.602
C66 -0.341 -6.437 4.511
C67 -0.689 -5.865 3.295
C68 -2.021 -5.812 2.909
C69 -3.006 -6.330 3.738
C70 -2.658 -6.902 4.954
C71 -1.326 -6.956 5.340
H92 0.698 -6.478 4.812
H93 0.078 -5.458 2.648
H94 -2.291 -5.365 1.961
H95 -4.045 -6.286 3.438
H96 -3.426 -7.306 5.602
H97 -1.055 -7.403 6.287

Calculated values
Energy, eV: -161459.2137


Entry 2:
DFT (wB97M-V/def2-TZVPD) results for a cluster of 13 separate species, C72H162F24N9P4 in total.

Cartesian coordinates (Å):
C1 -10.426 -5.729 -2.929
C2 -9.828 -6.158 -1.627
C3 -8.312 -6.142 -1.798
N1 -7.596 -6.822 -0.591
C4 -8.122 -6.276 0.748
C5 -7.770 -8.416 -0.558
C6 -6.274 -9.019 -0.903
C7 -5.418 -7.982 -0.343
C8 -6.096 -6.639 -0.697
H1 -10.165 -4.688 -3.122
H2 -11.484 -5.882 -3.138
H3 -10.214 -6.292 -3.838
H4 -10.297 -7.136 -1.518
H5 -10.182 -5.527 -0.812
H6 -7.962 -5.117 -1.919
H7 -8.049 -6.795 -2.630
H8 -7.555 -6.786 1.527
H9 -9.199 -6.443 0.779
H10 -7.893 -5.213 0.677
H11 -8.278 -8.706 0.362
H12 -8.544 -8.615 -1.300
H13 -6.101 -10.044 -0.577
H14 -6.268 -8.974 -1.992
H15 -5.506 -8.042 0.742
H16 -4.332 -8.015 -0.432
H17 -5.722 -5.842 -0.054
H18 -5.881 -6.321 -1.717
C9 -20.343 -8.989 -6.428
C10 -19.838 -10.027 -5.484
C11 -20.656 -9.989 -4.135
N2 -20.329 -11.181 -3.097
C12 -20.583 -12.487 -3.850
C13 -21.242 -11.070 -1.960
C14 -20.541 -10.224 -0.894
C15 -19.055 -10.549 -1.028
C16 -18.865 -10.915 -2.527
H19 -20.209 -7.963 -6.086
H20 -21.428 -8.884 -6.439
H21 -20.118 -9.106 -7.488
H22 -18.788 -9.795 -5.308
H23 -19.856 -11.062 -5.826
H24 -21.698 -10.209 -4.366
H25 -20.459 -9.064 -3.592
H26 -20.381 -13.260 -3.108
H27 -19.793 -12.665 -4.579
H28 -21.535 -12.478 -4.382
H29 -21.254 -12.089 -1.573
H30 -22.228 -10.747 -2.293
H31 -20.925 -10.423 0.106
H32 -20.746 -9.161 -1.020
H33 -18.745 -11.366 -0.376
H34 -18.328 -9.736 -1.015
H35 -18.362 -11.872 -2.667
H36 -18.485 -10.059 -3.084
C17 -19.114 -11.254 -10.406
C18 -20.433 -10.556 -10.632
C19 -21.484 -10.974 -9.647
N3 -22.983 -10.671 -10.059
C20 -23.344 -11.669 -11.206
C21 -23.117 -9.226 -10.599
C22 -24.539 -8.806 -10.278
C23 -24.701 -9.341 -8.889
C24 -24.065 -10.762 -8.878
H37 -18.485 -10.984 -11.254
H38 -19.406 -12.301 -10.489
H39 -18.622 -10.925 -9.491
H40 -20.743 -10.925 -11.610
H41 -20.365 -9.474 -10.741
H42 -21.235 -10.470 -8.714
H43 -21.378 -11.996 -9.282
H44 -23.226 -12.636 -10.717
H45 -22.701 -11.594 -12.083
H46 -24.386 -11.442 -11.428
H47 -22.854 -9.152 -11.654
H48 -22.322 -8.649 -10.127
H49 -25.296 -9.206 -10.952
H50 -24.577 -7.718 -10.336
H51 -25.761 -9.451 -8.658
H52 -24.180 -8.718 -8.163
H53 -24.753 -11.574 -9.114
H54 -23.579 -11.163 -7.989
C25 -15.291 -8.186 -1.680
C26 -15.539 -6.716 -1.175
C27 -14.404 -5.854 -1.725
N4 -14.537 -4.359 -1.513
C28 -14.411 -4.092 -0.029
C29 -13.371 -3.643 -2.177
C30 -13.960 -2.306 -2.461
C31 -15.492 -2.318 -2.525
C32 -15.780 -3.768 -2.249
H55 -16.153 -8.765 -1.349
H56 -14.377 -8.655 -1.316
H57 -15.311 -8.202 -2.769
H58 -15.552 -6.583 -0.093
H59 -16.465 -6.260 -1.524
H60 -14.397 -5.895 -2.814
H61 -13.501 -6.311 -1.319
H62 -15.234 -4.630 0.442
H63 -14.611 -3.025 0.064
H64 -13.385 -4.323 0.258
H65 -12.478 -3.599 -1.553
H66 -13.124 -4.012 -3.173
H67 -13.705 -1.578 -1.692
H68 -13.500 -1.854 -3.340
H69 -15.836 -1.682 -1.709
H70 -15.956 -1.906 -3.421
H71 -16.669 -3.679 -1.625
H72 -15.997 -4.328 -3.158
C33 -13.336 -4.978 -11.261
C34 -13.779 -4.490 -12.666
C35 -12.747 -4.711 -13.791
N5 -13.459 -4.685 -15.155
C36 -14.390 -3.530 -15.375
C37 -14.060 -6.067 -15.479
C38 -13.310 -6.605 -16.682
C39 -12.689 -5.371 -17.327
C40 -12.264 -4.529 -16.187
H73 -13.383 -6.067 -11.216
H74 -14.166 -4.741 -10.595
H75 -12.434 -4.541 -10.832
H76 -14.258 -3.512 -12.720
H77 -14.636 -5.113 -12.919
H78 -12.441 -5.753 -13.698
H79 -11.895 -4.038 -13.884
H80 -15.299 -3.715 -14.803
H81 -14.778 -3.450 -16.390
H82 -14.013 -2.585 -14.982
H83 -15.086 -5.863 -15.785
H84 -13.994 -6.677 -14.579
H85 -13.988 -7.134 -17.352
H86 -12.636 -7.373 -16.302
H87 -13.335 -4.959 -18.102
H88 -11.881 -5.636 -18.008
H89 -11.997 -3.509 -16.464
H90 -11.381 -4.881 -15.653
C41 -15.096 -0.802 -6.750
C42 -16.244 -1.221 -7.781
C43 -17.450 -0.248 -7.758
N6 -18.754 -0.962 -7.655
C44 -19.184 -1.704 -8.954
C45 -18.733 -2.059 -6.453
C46 -20.166 -1.850 -5.751
C47 -20.934 -0.769 -6.573
C48 -19.886 0.043 -7.258
H91 -14.298 -1.519 -6.945
H92 -15.549 -0.759 -5.759
H93 -14.671 0.189 -6.906
H94 -16.555 -2.260 -7.668
H95 -15.858 -1.253 -8.800
H96 -17.582 0.276 -8.704
H97 -17.304 0.593 -7.081
H98 -20.137 -2.232 -8.946
H99 -18.466 -2.441 -9.316
H100 -19.389 -0.942 -9.706
H101 -18.566 -3.071 -6.821
H102 -17.863 -1.778 -5.860
H103 -20.739 -2.777 -5.767
H104 -20.177 -1.390 -4.763
H105 -21.547 -1.190 -7.371
H106 -21.522 -0.170 -5.877
H107 -20.097 0.590 -8.177
H108 -19.479 0.715 -6.502
C49 -11.454 -15.706 -4.012
C50 -11.596 -14.271 -3.605
C51 -10.221 -13.719 -3.044
N7 -10.287 -12.400 -2.201
C52 -11.043 -11.357 -2.950
C53 -8.881 -11.917 -1.686
C54 -8.516 -12.749 -0.364
C55 -9.879 -12.894 0.382
C56 -10.933 -12.680 -0.731
H109 -11.461 -16.434 -3.200
H110 -10.548 -15.848 -4.601
H111 -12.212 -15.977 -4.747
H112 -12.350 -14.233 -2.818
H113 -11.738 -13.715 -4.531
H114 -9.647 -13.329 -3.885
H115 -9.706 -14.371 -2.338
H116 -12.062 -11.628 -3.225
H117 -10.546 -11.181 -3.904
H118 -11.127 -10.378 -2.479
H119 -8.983 -10.834 -1.630
H120 -8.136 -12.121 -2.456
H121 -7.654 -12.271 0.101
H122 -8.095 -13.720 -0.625
H123 -10.075 -12.172 1.175
H124 -10.112 -13.901 0.726
H125 -11.626 -11.856 -0.564
H126 -11.643 -13.507 -0.757
C57 -12.236 -8.202 -5.512
C58 -13.723 -8.194 -5.886
C59 -13.996 -7.536 -7.266
N8 -15.552 -7.393 -7.512
C60 -16.222 -8.811 -7.508
C61 -15.735 -6.581 -8.828
C62 -15.983 -5.116 -8.415
C63 -16.158 -5.043 -6.902
C64 -16.349 -6.480 -6.493
H127 -11.541 -8.628 -6.235
H128 -12.067 -8.648 -4.532
H129 -11.897 -7.171 -5.409
H130 -14.316 -7.738 -5.093
H131 -14.020 -9.238 -5.989
H132 -13.607 -8.113 -8.105
H133 -13.439 -6.600 -7.325
H134 -15.666 -9.444 -8.199
H135 -17.289 -8.964 -7.667
H136 -15.980 -9.269 -6.549
H137 -16.708 -6.938 -9.165
H138 -14.876 -6.627 -9.498
H139 -16.801 -4.912 -9.106
H140 -15.320 -4.364 -8.843
H141 -16.979 -4.463 -6.481
H142 -15.339 -4.541 -6.387
H143 -17.389 -6.786 -6.604
H144 -16.216 -6.820 -5.466
C65 -9.817 -9.338 -13.620
C66 -9.086 -8.696 -12.517
C67 -9.818 -8.743 -11.134
N9 -8.812 -8.702 -9.920
C68 -7.873 -9.942 -9.840
C69 -8.067 -7.332 -9.905
C70 -9.058 -6.258 -9.638
C71 -10.022 -7.037 -8.708
C72 -9.557 -8.498 -8.623
H145 -10.645 -8.684 -13.896
H146 -10.136 -10.324 -13.282
H147 -9.152 -9.551 -14.457
H148 -8.901 -7.644 -12.735
H149 -8.075 -9.083 -12.644
H150 -10.281 -9.727 -11.061
H151 -10.603 -7.997 -11.012
H152 -8.414 -10.847 -9.563
H153 -7.202 -9.655 -9.030
H154 -7.298 -10.150 -10.743
H155 -7.334 -7.518 -9.120
H156 -7.625 -7.164 -10.887
H157 -8.724 -5.284 -9.282
H158 -9.503 -5.960 -10.588
H159 -10.153 -6.582 -7.726
H160 -11.070 -7.116 -8.999
H161 -8.898 -8.397 -7.761
H162 -10.316 -9.273 -8.514
P1 -15.276 -12.244 -5.262
F1 -14.577 -11.470 -6.562
F2 -16.564 -12.203 -6.241
F3 -14.801 -13.711 -5.817
F4 -16.241 -12.813 -4.013
F5 -13.928 -12.209 -4.314
F6 -15.657 -10.768 -4.662
P2 -12.227 -3.795 -6.053
F7 -10.847 -4.516 -6.619
F8 -12.932 -4.274 -7.472
F9 -12.687 -5.163 -5.325
F10 -13.709 -3.121 -5.549
F11 -11.484 -3.177 -4.723
F12 -11.713 -2.462 -6.805
P3 -13.926 -9.460 -11.865
F13 -12.603 -10.415 -12.051
F14 -13.380 -8.520 -13.113
F15 -14.929 -10.424 -12.756
F16 -15.067 -8.444 -11.532
F17 -14.441 -10.405 -10.520
F18 -12.895 -8.744 -10.824
P4 -20.574 -5.491 -8.514
F19 -21.417 -4.060 -8.380
F20 -19.720 -5.150 -7.131
F21 -21.775 -6.388 -7.789
F22 -19.705 -6.849 -8.556
F23 -21.151 -5.900 -9.952
F24 -19.333 -4.733 -9.242

Calculated values
Total charge: +5
Energy relative to the best compared isomer or geometry (same formula, charge and spin), eV: 0.000